{
  "formula": "C34H38F2IN4O2",
  "method": "the ωB97M-V functional and the def2-TZVPD basis",
  "elements": ["C", "C", "I", "C", "C", "F", "C", "C", "C", "C", "O", "N", "C", "C", "C", "C", "C", "C", "C", "F", "C", "C", "C", "C", "C", "C", "C", "C", "C", "N", "O", "H", "H", "H", "H", "H", "H", "H", "H", "H", "H", "H", "H", "H", "H", "H", "H", "H", "H", "H", "H", "H", "H", "H", "H", "H", "H", "H", "H", "N", "C", "C", "C", "C", "C", "H", "H", "H", "H", "H", "N", "C", "C", "C", "C", "C", "H", "H", "H", "H", "H"],
  "xyz": [[3.187, -0.844, -1.255], [1.790, -0.580, -0.578], [1.729, -1.634, 1.349], [1.465, 0.936, -0.282], [2.016, 1.965, -1.331], [3.386, 2.178, -1.421], [1.332, 2.101, -2.746], [1.201, 0.824, -3.661], [0.075, 0.898, -4.772], [-0.458, -0.595, -4.955], [0.264, -1.548, -5.033], [-1.918, -0.765, -5.071], [-2.530, -1.052, -3.778], [-1.962, -0.736, -2.474], [-2.646, -1.058, -1.211], [-3.958, -1.728, -1.223], [-4.528, -2.010, -2.541], [-3.854, -1.684, -3.795], [0.109, 3.062, -2.525], [-0.863, 2.220, -1.924], [-0.318, 4.054, -3.656], [-1.375, 5.143, -3.220], [-2.675, 4.573, -2.580], [-3.270, 5.371, -1.483], [-4.495, 4.933, -0.815], [-5.160, 3.678, -1.211], [-4.594, 2.907, -2.306], [-3.366, 3.363, -2.981], [0.587, 3.944, -1.282], [1.551, 3.287, -0.734], [2.080, 3.876, 0.386], [3.994, -0.654, -0.504], [3.250, -1.935, -1.531], [3.308, -0.248, -2.199], [1.011, -1.093, -1.200], [0.351, 1.013, -0.129], [1.914, 1.199, 0.721], [2.091, 2.731, -3.303], [2.180, 0.729, -4.210], [1.068, -0.139, -3.112], [-0.823, 1.502, -4.500], [0.526, 1.215, -5.756], [-2.262, 0.172, -5.332], [-0.962, -0.258, -2.383], [-2.150, -0.819, -0.240], [-4.461, -1.970, -0.258], [-5.522, -2.515, -2.579], [-4.330, -1.920, -4.774], [-0.686, 3.572, -4.593], [0.619, 4.618, -3.948], [-0.905, 5.913, -2.553], [-1.689, 5.687, -4.158], [-2.815, 6.334, -1.138], [-4.910, 5.548, 0.023], [-6.081, 3.302, -0.700], [-5.088, 1.951, -2.615], [-2.963, 2.721, -3.797], [0.164, 4.926, -0.965], [1.458, 3.665, 1.114], [-0.711, -3.421, 5.370], [0.467, -3.124, 4.811], [1.428, -2.327, 5.413], [1.153, -1.802, 6.666], [-0.061, -2.093, 7.265], [-0.953, -2.905, 6.580], [0.634, -3.556, 3.829], [2.367, -2.122, 4.914], [1.878, -1.173, 7.170], [-0.312, -1.701, 8.243], [-1.915, -3.164, 7.009], [5.115, -6.018, 7.370], [5.581, -6.335, 6.157], [4.889, -6.098, 4.979], [3.641, -5.503, 5.060], [3.136, -5.168, 6.306], [3.909, -5.444, 7.423], [6.560, -6.801, 6.145], [5.317, -6.373, 4.024], [3.067, -5.302, 4.162], [2.165, -4.703, 6.409], [3.558, -5.196, 8.419]],
  "forces_ev_per_angstrom": [[-0.3677, -0.5366, 0.4795], [0.5571, -0.1887, -0.6050], [-0.1427, 0.3356, -0.6761], [0.7899, -1.1141, 0.4859], [-0.9646, 0.9248, 0.1809], [-1.3249, -1.1151, 0.3219], [1.3882, 0.9806, -1.0847], [0.0188, -0.0269, -0.3854], [-0.0867, -1.2331, -0.0393], [-0.5750, 0.0877, -0.6229], [-0.0709, 0.6771, 0.4334], [1.1907, 1.5319, 1.1518], [-2.0736, -1.0593, 2.1142], [-1.2672, -0.8208, 0.4352], [-1.1573, -0.8012, -1.9245], [1.9461, 1.1607, -2.1715], [1.0577, 0.5373, 0.2324], [0.9868, 0.4489, 1.9430], [0.4759, 0.2769, 1.1928], [-0.0103, 0.9708, -0.8232], [-0.1877, 0.3377, -0.1972], [-0.6341, -0.4962, -0.5040], [-1.7047, 0.2714, 1.7199], [-1.2242, -1.8507, -0.3832], [0.7065, -1.2661, -1.3065], [1.9089, 0.7938, -1.1007], [0.9938, 1.6982, 0.6272], [-0.8216, 0.6190, 1.3229], [0.3318, -2.1535, -1.8488], [-2.0075, 2.7377, 0.1049], [0.4337, -0.8134, 0.5755], [-0.4973, 0.1099, -0.9114], [-0.0975, 1.1189, 0.2724], [0.0191, -0.4564, 0.9702], [0.4718, 0.7237, 0.7487], [1.0854, 0.3420, -0.6040], [-0.1846, -0.1961, -1.1113], [-0.7660, -0.3973, 0.6596], [-0.9676, -0.0327, 0.7226], [0.0886, 1.0163, -0.1745], [0.9673, -0.2692, -0.1579], [-0.6637, -0.1141, 0.9981], [-0.1567, -0.6440, -0.0970], [-0.8822, -0.3817, -0.2198], [-0.4641, -0.2026, -0.9868], [0.3801, 0.1344, -1.1306], [0.9796, 0.5138, -0.0798], [0.4720, 0.1532, 0.9567], [0.3988, 0.0712, 0.9425], [-0.7921, -0.7539, 0.3097], [-0.5298, -0.6650, -0.5120], [0.5396, -0.4545, 0.9088], [-0.3272, -1.0331, -0.4946], [0.4165, -0.6580, -0.9361], [0.9959, 0.5581, -0.4776], [0.6351, 1.0438, 0.2414], [-0.3047, 0.6030, 0.6766], [0.5691, -1.0786, 0.0548], [0.4356, 0.0368, -0.1888], [0.2783, 0.2383, 0.1512], [-0.3061, -0.0670, 0.0343], [-0.0748, 0.0913, -0.0472], [0.0784, 0.1151, 0.0686], [0.0789, -0.0009, -0.0499], [-0.1083, -0.2170, -0.2656], [0.0524, -0.0115, 0.0075], [-0.0004, -0.0449, 0.0215], [-0.0184, -0.0378, -0.0139], [-0.0140, -0.0349, -0.0270], [0.0366, 0.0404, 0.0455], [-0.2135, 0.0958, -0.3604], [0.0240, 0.0147, 0.3592], [-0.0572, 0.0407, -0.0005], [-0.0454, 0.0425, -0.0783], [0.0257, -0.0501, -0.0184], [0.3107, -0.1346, 0.1399], [-0.0194, 0.0032, -0.0692], [0.0110, -0.0155, 0.0440], [0.0048, -0.0233, 0.0262], [0.0292, -0.0551, 0.0473], [-0.0590, 0.0086, -0.0430]],
  "e_homo_ev": -10.89,
  "e_above_lowest_kcal_mol": 0.0,
  "energy_ev": -59453.2669,
  "charge": 1
}